Molecular formula: C16H18B2IrN6O2
Method: DFT, the ωB97M-V functional and the def2-TZVPD basis

Structure (XYZ):
```
45
C16H18B2IrN6O2 (the ωB97M-V functional and the def2-TZVPD basis)
H 2.5340 -1.1240 -1.3526
N 0.4328 -1.4315 -1.4701
B -1.9000 -2.3217 -2.0028
N -0.3501 -2.3718 -2.1344
C 0.4441 -3.1019 -2.9583
Ir -0.3549 0.0899 -0.3535
H 0.0087 -3.8291 -3.6245
C 1.7670 -2.7090 -2.7473
H 2.6370 -3.1146 -3.2330
C 1.7288 -1.6866 -1.7904
H -2.4925 -3.1797 -2.6018
C -0.7569 3.1668 1.0916
H 0.1021 3.7025 1.5088
H -1.2461 2.6243 1.8992
H -1.4651 3.9107 0.7125
N -2.2232 -0.8665 -2.4711
N -2.2194 -2.2431 -0.4780
N -1.6117 0.2207 -1.8669
N -1.5754 -1.3042 0.3214
C -3.0327 -0.4084 -3.4417
C -3.1672 -2.8582 0.2674
H -3.5921 -1.1109 -4.0308
H -3.8525 -3.5599 -0.1888
C -2.9585 0.9797 -3.4571
C -3.0607 -2.3986 1.5841
C -2.0656 1.3582 -2.4680
C -2.0304 -1.4506 1.5999
H -3.4916 1.6357 -4.1078
H -3.6561 -2.7070 2.4229
H -1.6977 2.3287 -2.1358
H -1.6084 -0.8681 2.3998
H -0.4499 2.4535 0.2702
O 0.9118 0.8518 2.2762
B 1.0801 0.5975 0.8858
O 2.4445 0.7901 0.5332
C 3.0526 1.2274 1.6663
C 4.3222 1.7556 1.8034
C 4.6602 2.3166 3.0368
C 3.7416 2.3596 4.0800
C 2.4495 1.8440 3.9350
C 2.1263 1.2678 2.7181
H 5.0142 1.7390 0.9631
H 5.6623 2.7216 3.1757
H 4.0286 2.8020 5.0317
H 1.7107 1.9016 4.7314
```

Output
charge	+2
multiplicity	6
HOMO level (alpha / beta)	-14.230 / -15.058	eV
strongest force on any atom	3.1	eV Å⁻¹
E_tot	-1252.9283	a.u.

Charge distribution, Löwdin scheme, values in e: number 1, H, carries 0.11; number 2, N, carries -0.15; number 3, B, carries -0.43; number 4, N, carries 0.00; number 5, C, carries 0.01; number 6, Ir, carries 1.68; number 7, H, carries 0.14; number 8, C, carries 0.00; number 9, H, carries 0.12; number 10, C, carries -0.06; number 11, H, carries 0.13; number 12, C, carries -0.04; number 13, H, carries 0.04; number 14, H, carries 0.03; number 15, H, carries 0.04; number 16, N, carries 0.00; number 17, N, carries 0.01; number 18, N, carries -0.20; number 19, N, carries -0.18; number 20, C, carries 0.01; number 21, C, carries 0.02; number 22, H, carries 0.15; number 23, H, carries 0.15; number 24, C, carries -0.01; number 25, C, carries 0.00; number 26, C, carries -0.06; number 27, C, carries -0.05; number 28, H, carries 0.11; number 29, H, carries 0.12; number 30, H, carries 0.13; number 31, H, carries 0.12; number 32, H, carries -0.05; number 33, O, carries 0.14; number 34, B, carries -0.71; number 35, O, carries 0.16; number 36, C, carries -0.13; number 37, C, carries 0.07; number 38, C, carries 0.03; number 39, C, carries 0.03; number 40, C, carries 0.08; number 41, C, carries -0.14; number 42, H, carries 0.15; number 43, H, carries 0.15; number 44, H, carries 0.14; number 45, H, carries 0.15